# 1
This record from the Open Molecules 2025 dataset describes a 8-piece molecular cluster, C32H49N7O2S overall at a distorted geometry. The level of theory is ωB97M-V/def2-TZVPD.

The geometry in XYZ format:
```
91
Properties=species:S:1:pos:R:3:forces:R:3
C 8.91746 -5.57051 -39.15648 -0.1 1.8 0.7
C 8.29809 -6.51725 -40.19772 0.5 0.8 1.4
C 9.38896 -6.87930 -41.19033 0.3 -0.8 -0.6
C 10.61649 -7.41846 -40.59579 1.1 -0.7 0.8
N 11.62623 -7.78943 -40.16290 -1.3 0.4 -0.5
H 9.80346 -5.81491 -38.57048 0.0 -1.3 -0.3
H 8.23473 -5.18940 -38.39708 -0.5 -0.4 0.0
H 9.28880 -4.62725 -39.55705 -0.2 0.1 -0.8
H 7.42569 -6.06108 -40.66560 0.4 0.4 -0.4
H 7.82944 -7.32981 -39.64256 0.6 -0.6 -0.3
H 9.80107 -6.03724 -41.74638 -0.6 0.5 0.0
H 9.05212 -7.58775 -41.94713 -0.1 -0.1 0.0
C 7.73229 -3.55003 -26.21442 1.4 -0.5 0.6
C 6.80823 -2.36240 -26.17407 -1.1 -0.4 -1.5
C 5.54625 -2.58928 -27.19102 1.9 2.1 1.4
C 5.17465 -1.24677 -27.69845 -1.1 1.8 -1.1
N 4.86464 -0.20255 -28.13349 0.9 -2.5 1.1
H 8.59447 -3.35123 -25.57785 -0.2 -0.1 0.8
H 8.33219 -3.79179 -27.09179 -0.8 0.4 -0.9
H 7.27351 -4.49158 -25.91259 -0.1 0.1 0.2
H 7.33309 -1.44426 -26.43792 0.0 -0.1 -0.1
H 6.40182 -2.22344 -25.17226 0.1 0.0 0.0
H 4.76126 -2.96195 -26.53298 -0.2 -0.5 -0.8
H 5.90545 -3.16942 -28.04103 -0.5 -0.4 0.2
C 13.58108 -3.73054 -35.26444 -0.5 -0.5 -0.6
C 12.79391 -2.95872 -36.31335 1.6 -0.5 -1.0
C 11.70505 -2.12856 -35.71351 -0.3 0.3 0.9
C 11.04458 -1.37143 -36.70463 -2.4 2.9 -3.7
N 10.51124 -0.72139 -37.52338 1.3 -1.7 2.0
H 12.91819 -4.50243 -34.87343 0.2 0.1 0.8
H 13.94960 -2.98689 -34.55785 -0.2 -0.4 0.5
H 14.45033 -4.25018 -35.66755 -0.1 0.1 -0.2
H 12.37806 -3.48952 -37.16977 -0.4 -1.0 0.5
H 13.56170 -2.45782 -36.90302 -0.2 1.3 0.4
H 11.96716 -1.37953 -34.96628 0.6 -0.3 0.3
H 10.91254 -2.72244 -35.25815 0.2 -0.4 0.2
C 11.49538 0.62029 -25.92346 2.7 0.8 0.2
C 10.79041 1.62385 -25.01284 -1.4 -0.8 0.9
C 11.67063 2.03587 -23.80477 0.5 0.2 -0.1
S 13.26998 1.06918 -23.88713 -2.9 1.8 -2.5
O 13.06701 -0.19063 -23.23352 0.4 -0.3 -0.2
O 14.34212 1.96495 -23.60726 1.1 0.0 0.7
C 13.03886 1.07535 -25.76364 -1.2 -1.2 0.5
H 11.21387 0.67060 -26.97528 -0.1 0.2 0.1
H 11.40740 -0.41507 -25.59423 -0.1 0.1 0.1
H 9.90585 1.16870 -24.56733 -0.1 -0.4 -0.1
H 10.31089 2.42465 -25.57578 0.8 0.5 0.0
H 11.18413 1.90814 -22.83776 0.1 -0.4 -0.1
H 11.95060 3.08881 -23.83667 0.3 -0.1 -0.2
H 13.77891 0.52465 -26.34429 -0.1 -0.3 0.4
H 13.13160 2.12846 -26.02906 0.0 0.0 0.2
N 8.45590 -4.99333 -32.43096 -0.3 -0.5 -0.4
C 7.52723 -4.23463 -33.06996 -0.8 0.4 -1.2
C 7.41752 -2.98014 -32.46595 -0.3 -2.4 -0.1
C 8.25138 -3.09453 -31.32989 1.3 0.9 0.4
C 8.89950 -4.30912 -31.38067 0.6 0.6 1.2
H 8.90508 -5.86885 -32.65862 -0.7 0.0 -0.5
H 6.95159 -4.64835 -33.88475 0.2 0.1 -0.1
H 6.67124 -2.26406 -32.77696 0.3 0.2 0.3
H 8.59768 -2.30627 -30.67787 -0.4 0.0 0.2
H 9.68157 -4.78376 -30.80666 0.0 0.5 0.3
N 5.50499 1.63044 -36.20372 -0.2 -3.0 -1.5
C 4.90776 2.02887 -35.05668 0.4 1.8 -0.6
C 5.08155 3.40318 -35.05662 -0.2 0.2 -0.8
C 5.77137 3.73921 -36.29077 -0.8 1.7 1.0
C 5.95949 2.63104 -37.02908 0.5 -0.7 1.4
H 5.42768 0.67076 -36.50893 0.2 0.1 0.0
H 4.35000 1.34000 -34.43963 0.2 0.1 0.0
H 4.59541 4.12685 -34.41915 0.3 -0.1 0.3
H 6.06172 4.72896 -36.61089 -0.1 0.0 0.2
H 6.59224 2.47327 -37.88998 -0.4 -0.2 0.0
N 4.18267 -6.59347 -30.91997 0.1 -0.9 1.6
C 5.14721 -7.15443 -30.03620 -1.5 1.1 -1.9
C 4.60055 -8.28222 -29.53735 0.6 -1.1 -0.1
C 3.34617 -8.53290 -30.15762 -1.0 1.7 0.3
C 2.99251 -7.37493 -30.87109 2.9 -0.5 -0.1
H 4.39671 -5.75014 -31.43287 -0.6 -0.1 0.1
H 6.15640 -6.77351 -29.98285 -0.2 0.2 0.1
H 5.15355 -8.91227 -28.85644 -0.3 -0.3 -0.1
H 2.73834 -9.40923 -29.98736 -0.2 0.2 0.1
H 2.10961 -7.05565 -31.40488 0.1 -0.2 0.0
N 9.43046 -10.19183 -32.20341 1.4 1.0 -0.4
C 8.60426 -9.77661 -33.19452 -2.5 -0.9 0.1
C 9.31891 -9.43369 -34.26792 -0.7 1.9 -2.1
C 10.65866 -9.38624 -33.97152 0.9 -1.8 2.3
C 10.71046 -9.91547 -32.65254 1.1 0.8 -0.9
H 9.21552 -10.54605 -31.28231 -0.1 0.2 -0.3
H 7.52453 -9.75741 -33.20947 0.0 -0.4 0.7
H 8.92578 -9.02682 -35.18787 -0.3 -0.3 0.0
H 11.41854 -9.16377 -34.70602 0.3 0.1 0.6
H 11.56134 -9.91213 -31.98742 -0.1 -0.5 0.0
```
Positions in Å, forces in eV/Å.

For the max |F|, the calculation gives 0.102 Eh/bohr. The HOMO energy is -8.338 eV. The HOMO-LUMO gap is 8.4 eV. The SMILES is O=S1(=O)CCCC1.c1cc[nH]c1.c1cc[nH]c1.c1cc[nH]c1.c1cc[nH]c1.CCCC#N.CCCC#N.CCCC#N. Its LUMO energy is 0.08 eV. As for the total energy: -59333.796 eV.

---

# 2
This record from the Open Molecules 2025 dataset describes C32H50BeN3O6 as an isolated structure at a distorted geometry. The level of theory is ωB97M-V/def2-TZVPD.

The geometry in XYZ format:
```
92
Properties=species:S:1:pos:R:3:forces:R:3
Be -18.72074 -20.05649 11.91369 0.5 1.0 4.3
C -20.54810 -18.71197 16.23208 -0.2 -1.6 1.0
C -19.18096 -18.91733 15.61307 0.4 0.8 -2.1
O -19.18272 -19.74118 14.42755 0.1 0.3 -0.3
H -20.53613 -18.22548 17.20742 0.5 0.4 0.0
H -20.87062 -19.71835 16.49910 -0.6 -0.2 -0.2
H -21.34306 -18.23278 15.66069 0.4 0.0 -0.5
H -18.39261 -19.22914 16.29818 -0.3 -1.0 0.6
H -18.78866 -17.90771 15.49111 0.2 0.6 -0.9
N -16.44228 -18.97344 12.23199 1.1 1.1 0.3
C -16.33857 -17.82602 12.99140 -0.3 -1.2 -1.3
C -15.13897 -17.18259 13.28565 -0.1 -0.7 0.4
C -13.94503 -17.81908 12.95512 -0.9 0.2 -0.2
C -14.03473 -18.97338 12.18730 1.6 1.1 0.4
C -15.22940 -19.47746 11.81233 -2.5 -0.4 -0.1
H -17.26599 -17.38469 13.32537 -0.2 -0.2 0.0
H -15.23630 -16.26655 13.84939 0.4 0.1 0.0
H -12.94881 -17.48346 13.20274 -0.2 0.4 0.2
H -13.07004 -19.32960 11.85733 -0.3 -0.7 -0.3
H -15.26331 -20.33204 11.15284 -0.1 -0.1 0.0
N -17.08463 -21.84512 12.80195 0.5 -0.7 -0.3
C -16.34363 -22.63899 11.98057 -2.2 0.9 -0.3
C -15.46186 -23.60210 12.37758 0.3 -0.6 -1.2
C -15.20257 -23.73616 13.68180 -0.8 0.5 3.5
C -15.86393 -22.86208 14.60446 1.2 -1.2 -1.4
C -16.80715 -21.98359 14.13327 0.4 1.0 -0.5
H -16.59573 -22.60498 10.93096 0.0 0.3 -0.2
H -15.03874 -24.29508 11.66544 0.1 0.2 -0.2
H -14.62162 -24.54100 14.10739 0.4 0.1 -0.2
H -15.55101 -22.90570 15.63722 -0.4 0.1 0.1
H -17.20810 -21.26303 14.83073 -0.8 0.1 -0.3
N -21.13969 -19.36572 11.58752 -1.2 0.1 -0.5
C -21.63027 -19.82522 10.40864 -0.3 -1.0 -0.3
C -22.98260 -19.87901 10.06696 0.0 2.0 1.4
C -23.88324 -19.17359 10.91637 0.2 -0.1 -0.6
C -23.49456 -18.64172 12.14037 2.8 -1.8 -1.1
C -22.08837 -18.81903 12.39605 -0.2 0.0 1.1
H -20.87817 -20.23645 9.75164 -0.1 -0.1 -0.3
H -23.42790 -20.25644 9.15830 0.7 -0.2 -0.2
H -24.86167 -19.00360 10.49188 -0.4 -0.3 0.4
H -24.14949 -18.31674 12.93526 0.1 0.5 -0.3
H -21.75183 -18.51430 13.37599 0.4 0.0 0.0
C -21.78717 -13.86575 14.97689 0.3 0.3 -0.2
C -21.26553 -15.03798 14.21793 1.1 -1.2 -0.6
O -21.99408 -15.68834 13.50839 0.2 -0.4 0.0
C -19.69897 -15.29205 14.32369 -0.8 0.4 0.2
H -22.33014 -13.22217 14.28473 0.3 0.2 -0.1
H -20.91391 -13.37050 15.40144 -0.6 0.4 0.4
H -22.56414 -14.15929 15.68275 0.4 -0.1 0.3
H -19.22882 -16.25247 14.11236 -1.0 -0.4 -0.2
H -19.37814 -15.04770 15.33634 0.1 0.3 -0.1
H -19.23811 -14.61166 13.60760 0.0 0.4 0.2
C -15.46178 -20.99184 20.76992 -0.6 0.2 -1.5
C -15.52658 -21.59840 19.40520 0.6 -1.6 -0.9
O -15.12019 -22.72353 19.18744 -0.1 -0.2 0.4
C -15.98835 -20.83480 18.19395 -0.8 0.1 -0.7
H -16.20333 -20.19450 20.72033 0.1 0.1 0.9
H -14.45307 -20.58090 20.72833 0.1 0.2 0.8
H -15.62435 -21.76464 21.52122 0.2 0.4 0.0
H -15.35689 -19.98607 17.93122 -0.2 0.3 0.3
H -17.04650 -20.58020 18.25387 0.0 0.8 0.5
H -16.01811 -21.49042 17.32368 0.6 -0.3 0.2
C -18.23536 -24.37808 16.58141 -0.8 0.2 0.0
C -19.66988 -23.82258 16.74338 0.1 -1.1 -1.1
O -20.57756 -24.28437 16.04551 1.4 1.1 1.5
C -19.92094 -22.65415 17.73073 -0.3 -1.3 -0.8
H -18.08381 -24.88814 15.63011 -0.3 0.3 -0.2
H -18.05743 -25.17205 17.30670 0.1 0.3 0.5
H -17.53866 -23.54628 16.68547 0.2 -0.3 0.3
H -19.85455 -22.90885 18.78847 -0.2 -0.6 -0.1
H -20.95202 -22.48541 17.42009 0.0 1.1 0.6
H -19.19906 -21.84225 17.64242 -0.3 0.2 -0.6
C -20.77215 -21.40038 21.76257 -0.4 1.6 0.5
C -20.16324 -19.99256 21.73114 1.2 -0.8 -1.0
O -19.02967 -19.76098 22.09303 -0.3 0.0 0.4
C -20.93148 -18.97484 20.91822 -0.1 0.8 1.0
H -20.82221 -21.59184 20.69068 -0.1 -0.8 0.1
H -21.79199 -21.27827 22.12742 -0.2 -0.3 -0.1
H -20.26264 -22.11950 22.40394 0.3 0.1 -0.5
H -20.59440 -17.98517 21.22648 -0.1 0.0 0.2
H -21.99473 -19.05915 21.14294 -0.1 0.1 -0.6
H -20.69522 -18.98152 19.85415 -0.2 -0.6 -0.1
C -25.29211 -15.66963 18.72461 -0.1 -1.3 0.7
C -24.23744 -16.80049 18.79287 -0.6 0.3 0.9
O -24.21424 -17.60778 19.71014 0.2 0.8 -1.3
C -23.25564 -16.81668 17.63227 -0.3 -1.0 0.3
H -25.76372 -15.76311 17.74637 0.2 0.8 -0.2
H -24.88211 -14.70671 19.02919 0.2 0.1 -0.8
H -26.08977 -15.84641 19.44612 0.1 -0.3 0.1
H -22.71421 -15.87486 17.54326 0.1 -0.1 0.1
H -23.77897 -16.99790 16.69345 -0.3 0.3 -0.1
H -22.63833 -17.70750 17.74836 0.4 0.4 0.2
```
Positions in Å, forces in eV/Å.

For the max |F|, the calculation gives 0.086 Eh/bohr. The HOMO energy is -10.447 eV. The HOMO-LUMO gap is 4.9 eV. As for the total charge: +1. For the energy above the lowest of the compared OMol25 structures with the same formula, charge and spin, the calculation gives 32.3 kcal per mole. Its LUMO energy is -5.58 eV. As for the total energy: -51138.710 eV.